[1]
Density functional theory data (the ωB97M-V functional and the def2-TZVPD basis) for a molecular structure, C23H54CuN3O6 in a non-equilibrium geometry.

```
87
Properties=species:S:1:pos:R:3:lowdin_spin:R:1
Cu 13.49932 12.05333 14.62729 0.009
C 10.93858 11.46212 12.28619 0.005
C 10.56446 9.97673 12.75290 0.018
C 10.37554 9.20540 11.42583 -0.001
C 10.37834 7.72304 11.47344 0.000
C 11.74945 7.26697 12.06353 0.002
C 11.87496 7.77032 13.55293 0.023
N 11.70580 9.26608 13.55155 0.438
O 12.14144 9.91820 14.76021 0.452
C 13.18561 7.22491 13.94607 0.002
C 10.82211 7.06902 14.50262 0.022
C 9.25808 10.01759 13.63256 0.017
H 10.27249 11.88197 11.53243 0.000
H 11.86249 11.49042 11.70854 0.000
H 10.94524 12.13440 13.14415 0.000
H 10.98211 9.69651 10.66491 0.000
H 9.40474 9.53565 11.05628 -0.001
H 10.42156 7.44131 10.42136 0.000
H 9.51022 7.29663 11.97606 0.000
H 12.45622 7.76367 11.39881 0.001
H 11.79163 6.18318 11.95528 0.000
H 13.45787 7.54791 14.95088 -0.001
H 13.95769 7.47042 13.21687 0.000
H 13.20519 6.13509 13.94800 0.000
H 9.85471 7.46510 14.19383 0.000
H 10.91833 7.23923 15.57493 0.002
H 10.86891 6.00805 14.25716 0.002
H 8.61076 10.79544 13.22755 0.002
H 9.34125 10.32984 14.67357 0.001
H 8.73111 9.06421 13.67100 0.000
C 11.41073 14.83355 11.37990 0.000
C 12.65789 15.07424 12.25624 0.000
O 13.07342 13.77498 12.56095 0.000
H 11.78896 14.26733 10.52875 0.000
H 10.93969 15.74749 11.01805 0.000
H 10.66445 14.11301 11.71453 0.000
H 12.51356 15.64161 13.17567 0.000
H 13.50792 15.49015 11.71535 0.000
H 14.02862 13.71854 12.48340 0.000
C 16.00401 14.15299 15.76866 0.000
O 14.60375 13.86497 15.81060 0.000
C 14.03225 13.90206 17.13260 0.000
C 12.46901 13.93598 16.97422 0.000
N 11.94875 12.64735 16.50860 0.000
C 10.52033 12.48680 16.68279 0.001
C 10.03409 12.27867 18.15925 0.000
O 10.85111 11.43518 19.00447 0.000
C 11.08393 10.15708 18.51462 0.001
H 16.36702 15.17844 15.83763 0.000
H 16.49435 13.63111 14.94689 0.000
H 16.50763 13.70224 16.62381 0.000
H 14.21192 14.92357 17.46778 0.000
H 14.31074 13.19695 17.91577 0.000
H 12.17068 14.77298 16.34294 0.000
H 12.08572 14.19654 17.96079 0.000
H 12.41362 11.90457 17.01087 0.000
H 10.39442 11.54797 16.14348 0.001
H 9.90947 13.23047 16.17101 0.000
H 9.03418 11.85005 18.09148 0.000
H 10.03467 13.20188 18.73871 0.000
H 10.12398 9.67862 18.32053 0.000
H 11.54539 9.41198 19.16268 0.000
H 11.54023 10.06941 17.52861 0.001
C 14.94049 10.20730 17.51739 0.000
O 15.71039 10.69309 16.34568 0.000
C 15.90792 9.72151 15.33055 0.000
C 16.36572 10.41060 14.05922 0.000
N 15.09030 10.75223 13.34359 0.003
C 15.28449 11.11871 11.92005 0.000
C 16.28434 12.27604 11.85231 0.000
O 15.77460 13.47542 12.34890 0.000
C 16.38989 14.62244 11.92575 0.000
H 15.55162 9.48102 18.05323 0.000
H 13.91089 9.91975 17.30446 0.000
H 14.82770 10.92064 18.33379 0.000
H 15.13774 9.01858 15.01304 0.000
H 16.76502 9.07752 15.52737 0.000
H 16.89918 9.72806 13.39767 0.000
H 17.11014 11.19611 14.18926 0.000
H 14.30678 10.11641 13.38752 -0.001
H 14.37084 11.44445 11.42282 0.000
H 15.61918 10.19242 11.45305 0.000
H 16.39357 12.43632 10.77971 0.000
H 17.20278 12.13390 12.42185 0.000
H 15.87974 15.00067 11.03985 0.000
H 17.43939 14.41871 11.71333 0.000
H 16.31436 15.22494 12.83096 0.000
```

Properties
frontier orbital gap (alpha / beta)	9.371 / 7.608	eV
multiplicity	2
total charge	+1
expectation value of S²	0.76
electronic energy	-3164.4637	hartree

=====

[2]
Density functional theory data (the ωB97M-V functional and the def2-TZVPD basis) for C4H7NO2 in the gas phase in a non-equilibrium geometry.

```
14
Properties=species:S:1:pos:R:3:lowdin_charge:R:1
N -1.62758 -0.97539 0.39153 0.169
C -0.38946 -1.09033 0.93131 -0.558
O 0.05385 -2.13499 1.36875 0.043
C 0.41764 0.20827 0.98878 -0.118
C 1.09545 0.56480 -0.31365 -0.152
C 0.25017 0.97298 -1.46366 -0.304
O -0.94322 1.18001 -1.35886 0.018
H -2.14375 -1.82944 0.22703 0.115
H -1.82685 -0.14448 -0.15841 0.075
H 1.17352 0.07614 1.76464 0.120
H -0.23789 1.03662 1.27879 0.126
H 1.96605 1.23023 -0.18915 0.122
H 1.39419 -0.42026 -1.10833 0.214
H 0.81791 1.32586 -2.35877 0.130
```

Properties
ΔE to the lowest compared entry with this formula, charge and spin	29.21	kcal/mol
frontier orbital gap	10.458	eV
SMILES	NC(=O)CCC=O
total charge	0
electronic energy	-361.8343	hartree

=====

[3]
Density functional theory data (the ωB97M-V functional and the def2-TZVPD basis) for 2 unconnected molecules or ions with the total composition CH8NS2 in a non-equilibrium geometry.

```
12
Properties=species:S:1:pos:R:3:lowdin_charge:R:1
N 0.54141 1.26426 -2.35123 0.237
H 0.08396 0.24698 -2.36329 0.138
H 0.06575 1.86706 -1.60679 0.160
H 1.49807 1.04241 -2.09375 0.135
H 0.44051 1.60327 -3.35000 0.174
C 0.23758 -1.09598 2.37534 -0.558
S -0.82218 -1.70398 1.22508 0.443
S -1.34294 -0.47949 -0.22027 0.324
H -0.00431 -1.36362 3.36764 0.024
H 0.33294 -0.06956 2.65406 0.045
H 1.29194 -1.59313 2.26807 0.087
H -2.32273 0.28179 0.09513 -0.210
```

Properties
ΔE to the lowest compared entry with this formula, charge and spin	34.90	kcal/mol
frontier orbital gap	8.071	eV
total charge	+1
electronic energy	-893.7188	hartree

=====

[4]
Density functional theory data (the ωB97M-V functional and the def2-TZVPD basis) for a molecular structure, C58H55N6P2PbSSi.

```
124
Properties=species:S:1:pos:R:3:lowdin_charge:R:1
Pb 0.57321 -0.58816 -0.01700 1.106
C 4.00357 -2.75043 2.71277 -0.021
C 2.89271 -2.04289 2.24633 -0.138
N 2.73863 -1.68622 0.98477 -0.017
C 3.71171 -1.98706 0.09096 -0.162
C 4.85709 -2.70689 0.46660 -0.130
C 4.97746 -3.09839 1.81235 0.027
C 5.86676 -3.02002 -0.50364 0.007
C 5.75752 -2.58022 -1.77000 0.009
C 4.62225 -1.80506 -2.18450 -0.128
C 4.51155 -1.30717 -3.49510 0.034
C 3.42396 -0.55217 -3.84464 -0.007
C 2.43806 -0.32303 -2.88521 -0.144
N 2.49162 -0.80989 -1.65401 -0.022
C 3.58576 -1.52587 -1.28043 -0.153
H 4.08557 -3.01006 3.76060 0.120
H 2.09551 -1.75250 2.92892 0.110
H 5.84900 -3.66336 2.12314 0.136
H 6.72359 -3.60602 -0.19254 0.132
H 6.52397 -2.79973 -2.50382 0.133
H 5.29209 -1.52243 -4.21636 0.138
H 3.31438 -0.14564 -4.84190 0.127
H 1.56780 0.27764 -3.13128 0.094
C -0.68814 2.65616 -2.21974 -0.317
N -0.20274 3.33581 -1.02150 -0.187
C 1.23119 3.18977 -0.78112 -0.272
P 1.70823 1.86559 0.43707 0.968
C 1.55581 2.55756 2.09976 -0.396
C 1.11089 1.73713 3.13558 -0.125
C 1.03244 2.22694 4.43066 -0.055
C 1.38505 3.54324 4.69291 -0.040
C 1.83833 4.36362 3.66496 -0.040
C 1.93961 3.87042 2.37372 -0.081
C 3.50766 1.65903 0.23946 -0.360
C 4.24169 1.20270 1.33823 -0.093
C 5.60043 0.95352 1.21808 -0.055
C 6.24175 1.15290 0.00106 -0.049
C 5.51960 1.60615 -1.09495 -0.057
C 4.15742 1.85048 -0.98201 -0.096
C -0.73328 4.64968 -0.75441 -0.270
C -0.80993 5.07091 0.56956 -0.040
C -1.28652 6.33811 0.87391 -0.059
C -1.71963 7.18378 -0.13936 -0.063
C -1.65722 6.75879 -1.45789 -0.052
C -1.15345 5.50058 -1.77022 -0.022
P -1.14437 0.91241 -1.82363 0.945
C -1.51273 0.15034 -3.43460 -0.381
C -2.51349 0.68034 -4.25095 -0.068
C -2.84035 0.05296 -5.44287 -0.043
C -2.17224 -1.10440 -5.83152 -0.048
C -1.16849 -1.63033 -5.03246 -0.071
C -0.84501 -1.00866 -3.83145 -0.131
C -2.81658 1.03916 -1.12112 -0.383
C -3.50154 -0.16837 -0.95083 -0.109
C -4.78238 -0.17902 -0.42411 -0.060
C -5.38250 1.01769 -0.03995 -0.049
C -4.69871 2.21383 -0.19284 -0.055
C -3.41830 2.23067 -0.73466 -0.080
H 0.04256 2.65174 -3.03830 0.104
H -1.59165 3.13701 -2.58712 0.085
H 1.63649 4.11973 -0.38660 0.104
H 1.75633 2.97060 -1.71557 0.080
H 0.83118 0.70866 2.92426 0.071
H 0.69209 1.58770 5.23615 0.114
H 1.31927 3.92988 5.70253 0.121
H 2.11976 5.38881 3.87026 0.122
H 2.32737 4.51341 1.59173 0.115
H 3.75035 1.05905 2.29422 0.104
H 6.16391 0.61630 2.07983 0.118
H 7.30502 0.96792 -0.08914 0.119
H 6.01970 1.78121 -2.03998 0.119
H 3.61874 2.20004 -1.85373 0.093
H -0.49275 4.40104 1.36168 0.094
H -1.32395 6.66472 1.90652 0.113
H -2.09595 8.17058 0.09748 0.116
H -1.98511 7.41367 -2.25518 0.117
H -1.07785 5.20731 -2.81081 0.115
H -3.05436 1.57042 -3.94877 0.116
H -3.62455 0.46259 -6.06712 0.121
H -2.44789 -1.60088 -6.75352 0.120
H -0.64168 -2.52541 -5.34188 0.113
H -0.07763 -1.43503 -3.19124 0.069
H -3.03269 -1.09772 -1.26653 0.089
H -5.32388 -1.11281 -0.32212 0.103
H -6.38486 1.01430 0.37004 0.118
H -5.15982 3.14444 0.11633 0.121
H -2.90269 3.17922 -0.84021 0.098
N -2.72284 -1.65892 3.59878 0.193
C -2.96499 -0.31063 3.44306 -0.169
C -3.85714 0.55844 4.06775 0.010
C -3.79437 1.87824 3.68299 -0.044
C -2.87569 2.31944 2.71158 -0.056
C -2.01204 1.45148 2.08620 -0.040
C -2.06787 0.10356 2.45425 -0.224
N -1.31020 -0.98762 2.01631 0.066
C -1.74529 -2.00823 2.72480 -0.280
C -1.19566 -3.37185 2.75186 -0.200
C -0.85351 -4.01979 3.89281 -0.276
S -0.13730 -5.53137 3.56440 1.197
C -0.31967 -5.27481 1.91953 -0.356
N -0.89867 -4.12791 1.62152 -0.093
H -3.19788 -2.27437 4.24003 0.179
H -4.55948 0.21756 4.81879 0.125
H -4.45956 2.59825 4.14191 0.121
H -2.85524 3.37054 2.44621 0.113
H -1.31903 1.80111 1.32736 0.081
H -0.96213 -3.66295 4.90702 0.108
H 0.00353 -5.97134 1.16006 0.119
C -4.17186 -4.18883 -0.50996 -0.161
Si -2.49664 -4.95651 -0.73362 0.541
C -2.40262 -6.66019 0.01296 -0.169
C -1.82212 -4.86453 -2.45949 -0.161
C -1.27310 -3.75691 0.23673 -0.168
H -4.94219 -4.81452 -0.97212 0.054
H -4.23873 -3.20193 -0.97657 0.017
H -4.43480 -4.08790 0.54793 0.045
H -3.24417 -7.24606 -0.37185 0.056
H -2.49547 -6.66552 1.10277 0.035
H -1.49467 -7.20289 -0.26692 0.045
H -2.42442 -5.47363 -3.14061 0.054
H -0.79658 -5.24141 -2.51125 0.045
H -1.83507 -3.84012 -2.84458 0.023
H -1.75351 -2.78144 0.27546 0.050
H -0.36074 -3.67889 -0.35806 0.072
```

Properties
ΔE to the lowest compared entry with this formula, charge and spin	0.00	kcal/mol
frontier orbital gap	6.954	eV
total charge	+3
electronic energy	-4134.2735	hartree